Entry 1:
{
  "formula": "C47H41BiBrN11O6",
  "method": "ωB97M-V/def2-TZVPD",
  "species": ["Bi", "O", "C", "N", "C", "O", "C", "C", "C", "C", "C", "N", "C", "C", "C", "C", "C", "N", "H", "H", "H", "H", "H", "H", "H", "H", "C", "O", "C", "C", "C", "C", "C", "C", "N", "N", "C", "C", "C", "C", "O", "C", "N", "C", "C", "C", "C", "H", "H", "H", "H", "H", "H", "H", "H", "H", "H", "H", "H", "C", "N", "C", "N", "C", "N", "C", "N", "C", "C", "H", "H", "H", "H", "H", "H", "H", "H", "H", "H", "H", "H", "N", "C", "C", "C", "C", "C", "C", "H", "H", "H", "H", "H", "Br", "C", "C", "C", "C", "C", "C", "C", "O", "O", "H", "H", "H", "H"],
  "xyz": [[0.032, 0.024, 0.407], [-0.500, 1.594, -4.052], [-0.462, 0.500, -3.482], [-1.399, -0.129, -2.787], [-2.586, -0.674, -2.954], [-3.243, -0.830, -3.997], [-3.147, -1.268, -1.668], [-4.513, -1.284, -1.417], [-4.974, -1.924, -0.281], [-4.063, -2.547, 0.560], [-2.718, -2.461, 0.242], [-2.261, -1.832, -0.846], [0.838, -0.294, -3.456], [1.531, -0.508, -4.640], [2.601, -1.387, -4.638], [2.952, -2.013, -3.450], [2.232, -1.707, -2.305], [1.200, -0.862, -2.298], [-5.181, -0.799, -2.117], [-6.031, -1.933, -0.044], [-4.384, -3.065, 1.456], [-1.960, -2.909, 0.883], [1.210, 0.005, -5.538], [3.147, -1.590, -5.551], [3.771, -2.719, -3.407], [2.476, -2.153, -1.346], [6.513, 4.666, 4.565], [6.885, 3.785, 3.523], [6.731, 2.450, 3.785], [6.454, 1.620, 2.706], [6.297, 0.259, 2.895], [6.450, -0.304, 4.164], [6.744, 0.534, 5.230], [6.861, 1.907, 5.054], [6.547, -1.717, 4.338], [5.790, -2.550, 3.793], [4.603, -2.301, 3.069], [4.377, -3.247, 2.072], [3.294, -3.230, 1.212], [2.274, -2.269, 1.351], [1.235, -2.230, 0.619], [2.425, -1.338, 2.472], [1.358, -0.536, 2.663], [1.346, 0.304, 3.673], [2.395, 0.342, 4.602], [3.476, -0.482, 4.439], [3.562, -1.335, 3.317], [6.379, 5.647, 4.114], [7.288, 4.736, 5.336], [5.574, 4.353, 5.028], [6.340, 2.062, 1.725], [6.051, -0.382, 2.057], [6.873, 0.102, 6.217], [7.063, 2.540, 5.909], [5.144, -4.006, 1.954], [3.188, -3.978, 0.435], [0.460, 0.923, 3.767], [2.333, 1.004, 5.456], [4.246, -0.498, 5.189], [-2.676, 2.297, -0.958], [-1.345, 2.419, -0.318], [-1.523, 3.116, 0.977], [-2.124, 4.450, 0.807], [-3.421, 4.273, 0.140], [-3.299, 3.617, -1.164], [-2.400, 4.415, -2.004], [-1.079, 4.599, -1.390], [-0.489, 3.264, -1.184], [-1.259, 5.232, -0.084], [-3.313, 1.693, -0.314], [-2.553, 1.811, -1.924], [-0.544, 3.215, 1.443], [-2.169, 2.514, 1.610], [-3.877, 5.257, -0.003], [-4.063, 3.667, 0.782], [-2.854, 5.396, -2.174], [-2.267, 3.905, -2.959], [0.485, 3.367, -0.713], [-0.377, 2.785, -2.154], [-1.705, 6.220, -0.227], [-0.280, 5.346, 0.387], [1.381, 1.423, 0.577], [2.488, 2.174, 0.616], [3.552, 2.015, -0.320], [4.642, 2.864, -0.329], [4.764, 3.902, 0.596], [3.758, 4.057, 1.544], [2.649, 3.222, 1.564], [3.457, 1.217, -1.050], [5.416, 2.723, -1.079], [5.626, 4.561, 0.583], [3.829, 4.856, 2.276], [1.866, 3.368, 2.301], [-5.935, 0.003, 3.645], [-4.512, -1.215, 3.978], [-4.849, -2.306, 4.772], [-3.891, -3.253, 5.100], [-2.586, -3.090, 4.663], [-2.257, -1.988, 3.889], [-3.208, -1.039, 3.507], [-2.718, 0.043, 2.523], [-3.533, 0.553, 1.750], [-1.461, 0.225, 2.563], [-5.866, -2.409, 5.127], [-4.169, -4.116, 5.695], [-1.827, -3.820, 4.921], [-1.244, -1.829, 3.538]],
  "max_force_ev_per_a": 0.52,
  "energy_ha": -5658.059890,
  "total_charge": -2,
  "e_above_lowest_kj_mol": 11.5,
  "homo_energy_ha": -0.07761,
  "homo_lumo_gap_ev": 5.9
}


Entry 2:
{
  "formula": "C51H58N6O21S",
  "method": "ωB97M-V/def2-TZVPD",
  "species": ["C", "C", "O", "C", "C", "O", "C", "C", "O", "C", "C", "O", "S", "O", "O", "O", "C", "C", "C", "C", "C", "O", "O", "C", "C", "H", "H", "H", "H", "H", "H", "H", "H", "H", "H", "H", "H", "H", "H", "H", "H", "H", "H", "H", "H", "H", "H", "H", "H", "H", "H", "H", "H", "C", "C", "C", "C", "C", "C", "N", "O", "O", "H", "H", "H", "H", "H", "C", "C", "C", "C", "C", "C", "N", "O", "O", "H", "H", "H", "H", "H", "C", "C", "C", "C", "C", "C", "N", "O", "O", "H", "H", "H", "H", "H", "C", "C", "C", "C", "C", "C", "N", "O", "O", "H", "H", "H", "H", "H", "C", "C", "C", "C", "C", "C", "N", "O", "O", "H", "H", "H", "H", "H", "C", "C", "C", "C", "C", "C", "N", "O", "O", "H", "H", "H", "H", "H"],
  "xyz": [[-2.690, -4.214, -3.173], [-4.204, -3.909, -3.346], [-4.459, -2.654, -3.952], [-4.979, -1.676, -3.050], [-3.849, -0.963, -2.279], [-4.221, -0.490, -1.000], [-4.416, -1.506, -0.043], [-3.155, -2.294, 0.320], [-3.448, -3.094, 1.463], [-2.742, -2.704, 2.621], [-2.869, -1.227, 2.975], [-3.340, -1.198, 4.371], [-3.030, 0.265, 4.891], [-3.093, 0.398, 6.302], [-3.770, 1.268, 4.187], [-1.528, 0.282, 4.321], [-1.612, -0.303, 2.993], [-0.230, -0.865, 2.643], [0.374, -0.191, 1.377], [1.486, -1.047, 0.792], [0.974, -2.068, -0.204], [-0.029, -1.895, -0.847], [1.743, -3.181, -0.368], [1.005, -4.397, -0.422], [0.164, -4.649, 0.838], [-2.079, -3.324, -3.309], [-2.541, -4.615, -2.166], [-2.366, -4.981, -3.874], [-4.711, -4.025, -2.384], [-4.589, -4.675, -4.023], [-5.741, -2.139, -2.410], [-5.494, -0.949, -3.685], [-3.572, -0.076, -2.850], [-2.960, -1.601, -2.274], [-4.849, -1.047, 0.847], [-5.160, -2.234, -0.379], [-2.950, -2.990, -0.498], [-2.254, -1.676, 0.421], [-1.709, -3.044, 2.534], [-3.187, -3.262, 3.445], [-3.641, -0.669, 2.451], [-1.784, 0.505, 2.277], [-0.183, -1.949, 2.541], [0.435, -0.617, 3.472], [-0.433, -0.016, 0.667], [0.806, 0.747, 1.728], [2.026, -1.598, 1.568], [2.223, -0.416, 0.293], [1.695, -5.229, -0.544], [0.323, -4.427, -1.275], [-0.716, -4.005, 0.777], [-0.201, -5.675, 0.822], [0.746, -4.454, 1.739], [-4.213, 0.040, -8.786], [-4.278, -0.605, -7.558], [-3.417, -1.653, -7.277], [-2.498, -2.038, -8.236], [-2.423, -1.412, -9.468], [-3.289, -0.366, -9.741], [-1.567, -3.138, -7.935], [-1.669, -3.683, -6.855], [-0.751, -3.434, -8.784], [-4.883, 0.862, -9.001], [-4.998, -0.289, -6.816], [-3.469, -2.155, -6.319], [-1.701, -1.730, -10.206], [-3.241, 0.135, -10.698], [-6.235, -0.150, 6.423], [-7.211, 0.561, 5.737], [-8.297, -0.101, 5.188], [-8.391, -1.473, 5.339], [-7.426, -2.199, 6.016], [-6.340, -1.528, 6.559], [-9.550, -2.176, 4.771], [-10.368, -1.515, 4.160], [-9.625, -3.374, 4.944], [-5.392, 0.372, 6.849], [-7.123, 1.633, 5.629], [-9.056, 0.449, 4.652], [-7.513, -3.270, 6.119], [-5.575, -2.080, 7.087], [4.424, 5.007, 2.186], [4.588, 3.645, 1.970], [3.730, 2.969, 1.118], [2.719, 3.673, 0.488], [2.536, 5.028, 0.696], [3.397, 5.696, 1.553], [1.820, 2.964, -0.433], [1.990, 1.768, -0.579], [0.961, 3.609, -0.995], [5.100, 5.531, 2.849], [5.388, 3.114, 2.467], [3.856, 1.910, 0.947], [1.738, 5.561, 0.201], [3.269, 6.756, 1.725], [10.736, 2.022, 1.794], [9.439, 1.647, 2.122], [8.620, 2.519, 2.819], [9.115, 3.761, 3.175], [10.406, 4.148, 2.863], [11.221, 3.269, 2.167], [8.242, 4.700, 3.895], [7.115, 4.330, 4.172], [8.691, 5.792, 4.170], [11.371, 1.339, 1.245], [9.065, 0.674, 1.832], [7.612, 2.230, 3.077], [10.777, 5.120, 3.153], [12.234, 3.561, 1.913], [14.879, 3.360, -3.465], [13.841, 4.032, -2.834], [13.840, 4.171, -1.456], [14.888, 3.635, -0.729], [15.928, 2.957, -1.340], [15.919, 2.820, -2.719], [14.903, 3.798, 0.730], [13.963, 4.381, 1.242], [15.844, 3.345, 1.343], [14.879, 3.258, -4.542], [13.032, 4.451, -3.417], [13.034, 4.694, -0.962], [16.736, 2.541, -0.757], [16.725, 2.295, -3.212], [-10.719, 0.939, -0.967], [-10.747, 0.241, 0.233], [-9.876, -0.815, 0.443], [-8.985, -1.154, -0.560], [-8.947, -0.475, -1.765], [-9.823, 0.579, -1.966], [-8.047, -2.257, -0.332], [-8.107, -2.845, 0.724], [-7.245, -2.517, -1.216], [-11.398, 1.767, -1.125], [-11.446, 0.522, 1.009], [-9.895, -1.360, 1.376], [-8.246, -0.756, -2.538], [-9.805, 1.122, -2.901]],
  "max_force_ev_per_a": 1.71,
  "energy_ha": -4284.323204,
  "total_charge": 0,
  "homo_energy_ha": -0.33702,
  "homo_lumo_gap_ev": 8.2
}


Entry 3:
{
  "formula": "C10H20Cl2O4S2",
  "method": "ωB97M-V/def2-TZVPD",
  "species": ["C", "C", "C", "S", "O", "O", "C", "H", "H", "H", "H", "H", "H", "H", "H", "C", "C", "C", "S", "O", "O", "C", "H", "H", "H", "H", "H", "H", "H", "H", "Cl", "C", "C", "Cl", "H", "H", "H", "H"],
  "xyz": [[0.446, 1.489, -2.872], [-1.081, 1.274, -2.657], [-1.441, 0.074, -3.588], [0.047, -1.028, -3.737], [0.525, -1.335, -5.064], [-0.036, -2.048, -2.695], [1.214, 0.170, -3.067], [0.806, 2.169, -2.100], [0.414, 2.005, -3.831], [-1.675, 2.147, -2.928], [-1.174, 1.027, -1.600], [-1.712, 0.468, -4.568], [-2.361, -0.339, -3.175], [1.906, 0.212, -3.907], [1.810, -0.100, -2.195], [-1.749, -0.394, 1.686], [-1.618, -0.013, 3.184], [-1.919, -1.382, 3.921], [-0.931, -2.724, 2.996], [-1.776, -3.877, 2.694], [0.432, -2.910, 3.509], [-0.822, -1.637, 1.400], [-1.556, 0.457, 1.033], [-2.801, -0.586, 1.476], [-2.385, 0.733, 3.389], [-0.601, 0.375, 3.244], [-2.924, -1.721, 3.672], [-1.785, -1.277, 4.997], [-1.401, -2.122, 0.614], [0.209, -1.442, 1.105], [2.694, 0.450, 2.990], [2.405, 1.501, 1.584], [3.560, 1.559, 0.641], [3.178, 2.787, -0.589], [2.276, 2.426, 2.147], [1.517, 1.109, 1.088], [3.812, 0.651, 0.093], [4.499, 1.853, 1.110]],
  "max_force_ev_per_a": 2.96,
  "energy_ha": -2410.660124,
  "smiles": "O=S1(=O)CCCC1.O=S1(=O)CCCC1.ClCCCl",
  "total_charge": 0,
  "homo_energy_ha": -0.37357,
  "homo_lumo_gap_ev": 10.5
}


Entry 4:
{
  "formula": "C6H10O",
  "method": "ωB97M-V/def2-TZVPD",
  "species": ["C", "C", "C", "C", "C", "C", "O", "H", "H", "H", "H", "H", "H", "H", "H", "H", "H"],
  "xyz": [[1.910, 0.380, -0.853], [0.617, 0.948, -0.400], [-0.420, -1.479, 1.058], [-1.122, -0.923, -0.185], [-0.814, 0.560, -0.378], [-0.865, 1.525, 0.823], [0.510, 1.853, 0.523], [2.737, 0.838, -0.304], [1.941, -0.707, -0.699], [2.062, 0.558, -1.923], [0.620, -1.765, 0.857], [-0.931, -2.363, 1.448], [-2.208, -1.034, -0.090], [-0.836, -1.481, -1.087], [-1.351, 1.000, -1.228], [-0.433, -0.709, 1.838], [-1.465, 2.437, 0.754]],
  "max_force_ev_per_a": 0.37,
  "energy_ha": -309.710227,
  "total_charge": 0,
  "e_above_lowest_kj_mol": 346.9,
  "homo_energy_ha": [-0.26786, -0.25527],
  "homo_lumo_gap_ev": [8.0, 7.4]
}


Entry 5:
{
  "formula": "C4H8N",
  "method": "ωB97M-V/def2-TZVPD",
  "species": ["C", "C", "C", "C", "N", "H", "H", "H", "H", "H", "H", "H", "H"],
  "xyz": [[0.455, 0.339, -1.463], [1.445, 0.152, -0.360], [-0.963, 0.698, 0.922], [-0.032, 0.111, -0.013], [-0.997, -0.733, 0.546], [0.361, 1.381, -1.889], [0.008, -0.328, -2.291], [1.999, -0.820, -0.235], [1.881, 1.051, 0.103], [-0.627, 0.568, 1.941], [-1.707, 1.517, 0.675], [-0.114, -1.768, 1.690], [-1.860, -1.091, 0.139]],
  "max_force_ev_per_a": 4.29,
  "energy_ha": -211.470718,
  "total_charge": 1,
  "e_above_lowest_kj_mol": 526.1,
  "homo_energy_ha": [-0.56024, -0.56023],
  "homo_lumo_gap_ev": [8.2, 8.2]
}


Entry 6:
{
  "formula": "CH3BrNO3S",
  "method": "ωB97M-V/def2-TZVPD",
  "species": ["C", "N", "O", "O", "O", "S", "Br", "H", "H", "H"],
  "xyz": [[-0.321, 0.125, -0.190], [3.034, 0.291, 0.461], [-2.535, -1.256, 0.560], [-2.024, 0.026, -1.468], [-2.538, 1.266, 0.629], [-2.067, 0.027, 0.022], [3.854, -1.159, -0.144], [0.399, -0.593, -0.555], [-0.153, 1.171, -0.469], [2.352, 0.102, 1.152]],
  "max_force_ev_per_a": 2.74,
  "multiplicity": 3,
  "energy_ha": -3292.467589,
  "total_charge": -1,
  "homo_energy_ha": [-0.12164, -0.19035],
  "homo_lumo_gap_ev": [5.9, 6.6]
}


Entry 7:
{
  "formula": "C6H12N2",
  "method": "ωB97M-V/def2-TZVPD",
  "species": ["C", "C", "C", "C", "C", "C", "N", "N", "H", "H", "H", "H", "H", "H", "H", "H", "H", "H", "H", "H"],
  "xyz": [[1.149, -0.602, -0.050], [2.154, 0.523, 0.098], [-1.143, -1.440, -0.720], [-2.139, 1.407, -0.520], [-0.311, -0.291, -0.231], [-0.746, 0.972, -0.185], [0.879, -1.416, 1.292], [1.362, -1.160, 2.366], [1.461, -1.336, -0.801], [1.725, -0.192, 2.518], [-0.094, 1.757, 0.170], [1.932, 1.151, 0.961], [2.151, 1.152, -0.791], [3.154, 0.109, 0.233], [-1.046, -1.544, -1.803], [-0.794, -2.365, -0.266], [-2.191, -1.294, -0.473], [-2.167, 2.475, -0.724], [-2.526, 0.885, -1.393], [-2.812, 1.209, 0.318]],
  "max_force_ev_per_a": 3.13,
  "energy_ha": -345.232523,
  "smiles": "[H]/N=N\\[C@H](C)/C(C)=C/C",
  "total_charge": 0,
  "e_above_lowest_kj_mol": 250.3,
  "homo_energy_ha": -0.29850,
  "homo_lumo_gap_ev": 9.0
}


Entry 8:
{
  "formula": "C23H41MnN2O2P2",
  "method": "ωB97M-V/def2-TZVPD",
  "species": ["Mn", "P", "C", "C", "N", "C", "C", "C", "C", "C", "P", "H", "H", "H", "H", "H", "H", "H", "H", "O", "H", "H", "O", "H", "C", "H", "H", "H", "C", "H", "H", "H", "C", "H", "H", "H", "C", "H", "H", "H", "C", "C", "C", "C", "C", "C", "C", "C", "N", "C", "C", "C", "C", "H", "H", "H", "H", "H", "H", "H", "H", "H", "H", "H", "H", "H", "H", "H", "H", "H", "H"],
  "xyz": [[0.025, 0.107, -0.559], [2.357, -0.505, -0.650], [2.487, -0.583, -2.469], [1.283, -1.239, -3.067], [0.096, -0.929, -2.498], [-1.054, -1.243, -3.135], [-1.054, -2.109, -4.224], [0.163, -2.551, -4.738], [1.342, -2.085, -4.169], [-2.328, -0.596, -2.629], [-1.914, 0.908, -1.640], [2.323, -2.356, -4.556], [-2.011, -2.400, -4.653], [0.186, -3.239, -5.580], [-2.972, -0.283, -3.468], [-2.921, -1.295, -2.012], [2.525, 0.521, -2.798], [3.411, -1.097, -2.748], [1.561, 2.655, -2.210], [2.006, 2.083, -2.959], [2.596, 2.661, -3.466], [0.040, 2.687, -0.866], [0.838, 3.275, -1.057], [0.518, 4.195, -1.068], [-1.773, 2.158, -2.957], [-2.625, 2.048, -3.643], [-1.790, 3.170, -2.525], [-0.840, 2.028, -3.527], [-3.377, 1.308, -0.642], [-3.179, 2.257, -0.121], [-4.278, 1.411, -1.267], [-3.540, 0.530, 0.120], [2.891, -2.153, -0.085], [3.969, -2.293, -0.269], [2.693, -2.243, 0.994], [2.333, -2.939, -0.614], [3.656, 0.653, -0.133], [3.455, 0.934, 0.912], [4.648, 0.181, -0.201], [3.625, 1.557, -0.761], [-0.643, 0.806, 5.935], [-0.355, 1.009, 4.471], [0.190, 2.225, 4.044], [0.503, 2.438, 2.695], [1.099, 3.746, 2.266], [0.252, 1.423, 1.782], [-0.322, 0.183, 2.164], [-0.617, 0.000, 3.537], [-0.537, -0.742, 1.149], [-1.059, -2.100, 1.400], [-0.133, -2.876, 2.344], [-2.484, -2.031, 1.961], [-1.115, -2.879, 0.084], [0.271, 0.937, 6.533], [-1.379, 1.542, 6.293], [-1.039, -0.198, 6.130], [0.391, 3.018, 4.771], [0.415, 4.572, 2.503], [2.040, 3.932, 2.801], [1.306, 3.769, 1.190], [0.556, 1.572, 0.711], [-1.053, -0.931, 3.902], [-0.560, -3.871, 2.530], [0.859, -3.011, 1.892], [0.005, -2.384, 3.309], [-3.160, -1.542, 1.245], [-2.853, -3.051, 2.138], [-2.541, -1.479, 2.902], [-1.813, -2.424, -0.633], [-0.128, -2.943, -0.395], [-1.464, -3.901, 0.288]],
  "max_force_ev_per_a": 2.90,
  "multiplicity": 4,
  "energy_ha": -2993.702409,
  "total_charge": 3,
  "homo_energy_ha": [-0.64226, -0.64235],
  "homo_lumo_gap_ev": [5.2, 4.9]
}


Entry 9:
{
  "formula": "C3H5NO3",
  "method": "ωB97M-V/def2-TZVPD",
  "species": ["C", "C", "C", "N", "O", "O", "O", "H", "H", "H", "H", "H"],
  "xyz": [[0.913, -0.528, -1.558], [0.294, -0.915, -0.553], [-0.546, -1.529, 0.440], [-1.019, -0.648, 1.350], [-0.748, -2.707, 0.535], [0.858, 1.879, -0.259], [-0.404, 1.855, 0.426], [0.802, 0.880, -0.588], [1.411, -0.508, -2.492], [-0.894, 0.300, 1.110], [-1.408, -0.862, 2.227], [0.741, 2.784, -0.637]],
  "max_force_ev_per_a": 5.10,
  "energy_ha": -397.540972,
  "total_charge": 0,
  "e_above_lowest_kj_mol": 776.4,
  "homo_energy_ha": -0.33669,
  "homo_lumo_gap_ev": 9.4
}